11
Properties=species:S:1:pos:R:3:forces:R:3:nbo_charge:R:1 method="wB97M-V/def2-TZVPD" e_lumo_ev=-0.45 homo_lumo_gap_ev=9.181 spin_multiplicity=1 charge=0 homo_ev=-9.6
C 3.06239 0.54254 0.20800 -1.0001 -0.1536 -0.0909 0.245
C 1.79650 0.30970 0.13245 0.3239 0.0348 -0.5605 -0.663
C 0.38604 0.08127 0.36992 -0.5741 -0.1405 0.2892 0.110
C -0.29258 -1.05230 -0.02641 -0.0990 0.0189 0.1851 -0.326
C -1.62126 -0.61949 -0.15823 -0.2687 0.0158 0.0731 -0.051
N -1.75359 0.67369 0.11429 -0.1058 -0.2303 0.0006 -0.245
N -0.51721 1.08357 0.41336 0.0262 0.0571 0.2503 -0.314
H 1.59816 0.13449 -0.95798 1.9654 0.3158 -0.3331 0.372
H 0.15880 -2.00986 -0.25450 -0.2057 0.1741 0.1118 0.239
H -2.48125 -1.19854 -0.46057 0.0107 0.0892 0.0924 0.215
H -0.33600 2.05492 0.61967 -0.0729 -0.1814 -0.0181 0.418

***

88
Properties=species:S:1:pos:R:3:forces:R:3:mulliken_charge:R:1 method="wB97M-V/def2-TZVPD" e_lumo_ev="-6.49 / -8.25" homo_lumo_gap_ev="7.013 / 5.673" spin_multiplicity=5 charge=+2 homo_ev="-13.5 / -13.9"
Pd 0.00312 -1.30018 -0.15869 0.1066 0.5608 0.3968 0.224
N 5.07517 7.73983 -1.14299 -0.0351 -0.0529 0.0214 -0.426
C 4.48465 6.76212 -1.02386 0.1294 0.2592 -0.0470 -0.213
C 3.75262 5.54034 -0.88440 -0.1544 -0.2933 0.0032 0.520
C 4.28771 4.35295 -1.38424 0.0105 0.0902 0.0346 -1.020
C 3.58438 3.17346 -1.24504 -0.1710 -0.0570 -0.0236 -0.465
C 2.34195 3.15038 -0.59672 0.2199 0.2510 -0.0509 0.794
C 1.81149 4.35233 -0.11555 -0.0204 -0.1462 0.0963 -0.560
C 2.50499 5.53739 -0.26049 0.0676 0.0842 -0.0246 -0.975
C 1.61677 1.88050 -0.43934 -0.0947 -0.3908 0.0273 1.073
C 0.23216 1.84640 -0.67647 0.2576 0.1701 -0.0260 -0.591
C -0.54355 2.86803 -1.34948 -0.2204 -0.0044 -0.1082 -0.704
C -1.84347 2.51835 -1.20068 0.1257 0.3687 -0.1035 -1.746
C -1.84121 1.29913 -0.43829 0.2177 -0.2075 0.4184 -0.761
N -0.61876 0.88761 -0.15392 -0.1148 -0.4140 -0.1491 1.512
C 2.35262 0.73240 -0.08984 -0.0405 0.3784 -0.0650 -0.501
C 3.68456 0.70504 0.47424 0.1238 -0.1815 0.0287 -0.604
C 4.10666 -0.58367 0.41412 0.2298 0.2551 0.0835 -1.595
C 3.03567 -1.32611 -0.18447 -0.2131 0.2711 -0.2714 -0.619
N 1.98921 -0.56062 -0.43689 0.1938 -0.5102 0.2377 0.673
H 5.24839 4.36402 -1.88008 -0.0150 0.0114 -0.0272 0.496
H 3.97735 2.26579 -1.68332 0.0398 -0.0175 0.0334 0.609
H 0.86329 4.34967 0.40733 0.0027 0.0153 0.0057 0.638
H 2.09056 6.46494 0.10937 0.0169 -0.0063 0.0382 0.494
H -0.13624 3.70452 -1.89332 -0.0131 0.0271 0.0665 0.748
H -2.71777 3.04145 -1.55337 0.0007 -0.0262 -0.0241 0.568
H -2.71250 0.77926 -0.06589 0.0189 -0.1549 -0.0635 0.765
H 4.20494 1.55846 0.87680 0.0395 0.0058 -0.0623 0.702
H 5.05112 -0.99297 0.73441 0.0026 0.0234 0.0018 0.552
H 3.05565 -2.36388 -0.47877 -0.1050 -0.0564 0.0883 0.966
C 1.35717 -5.28879 1.66728 0.0211 -0.0387 0.0276 -1.100
C 0.15764 -5.98007 1.64759 -0.0348 0.0372 0.0123 -0.552
C -0.91037 -5.44266 0.95297 0.0046 0.0875 -0.1228 -1.331
C -0.74914 -4.24177 0.26809 0.2241 -0.2894 0.0039 0.671
N 0.40883 -3.56121 0.32234 -0.1655 0.1598 -0.1067 0.864
C 1.42436 -4.07119 1.01718 -0.0002 -0.0626 0.0311 -0.073
C -1.82531 -3.63818 -0.53771 0.0269 -0.0089 -0.0650 1.502
C -2.95463 -4.36118 -0.92998 0.0873 0.0727 0.2126 -0.749
C -3.96745 -3.75588 -1.65350 -0.0223 -0.0518 -0.0353 -1.066
C -3.86916 -2.41908 -2.01722 -0.0239 0.1171 0.1665 -1.071
C -2.74291 -1.69090 -1.65698 0.0045 0.1810 -0.2372 0.724
C -1.75518 -2.29028 -0.89986 -0.5542 -0.5768 -0.2049 -0.586
H 2.22111 -5.67174 2.19101 -0.0026 0.0257 0.0178 0.472
H 0.04374 -6.91746 2.17488 0.0392 -0.0042 0.0027 0.462
H -1.86586 -5.94471 0.95200 0.0074 -0.0272 -0.0124 0.426
H 2.33138 -3.48778 1.07034 -0.0294 0.0617 0.0277 0.394
H -3.02454 -5.41168 -0.68382 -0.0827 0.0026 0.0174 0.462
H -4.83530 -4.33347 -1.94250 0.0355 -0.0138 -0.0679 0.451
H -4.65715 -1.94590 -2.58865 -0.0217 0.0044 0.0399 0.502
H -2.65739 -0.65699 -1.96202 0.0914 -0.0072 -0.1426 0.704
C -0.88943 -2.08630 -5.70633 0.1295 -0.0946 -0.0815 -1.065
N -0.82219 -1.25841 -4.50686 0.0768 0.0616 0.0952 0.312
C -1.57247 -0.01069 -4.55774 0.0350 0.0596 0.0300 -0.889
C -0.03570 -1.55155 -3.46989 -0.0636 -0.0950 -0.0615 0.603
C 0.77918 -2.81280 -3.53301 -0.0804 -0.0322 0.0965 -1.427
O 0.03634 -0.79574 -2.47325 -0.2282 0.0630 0.0864 -0.132
H -1.80335 -1.84677 -6.24352 -0.0216 0.0044 0.0367 0.384
H -0.90948 -3.14336 -5.45441 -0.0262 0.0121 -0.0103 0.380
H -0.04401 -1.89728 -6.37126 -0.0151 0.0213 0.0157 0.328
H -1.28741 0.55134 -5.44775 -0.0157 -0.0086 0.0006 0.479
H -1.35046 0.58377 -3.67795 0.0068 0.0016 0.0162 0.045
H -2.64203 -0.22142 -4.60337 0.0064 0.0007 -0.0242 0.351
H 1.46816 -2.78748 -4.37777 -0.0097 -0.0135 -0.0119 0.511
H 0.14131 -3.68987 -3.64634 0.0130 -0.0164 0.0033 0.428
H 1.34229 -2.90378 -2.60831 0.0167 -0.0040 -0.0080 -0.107
C -3.06525 3.62120 4.73954 -0.0160 0.0209 0.0297 -1.495
C -2.12006 2.57169 4.25000 0.1317 -0.1019 -0.0757 0.475
C -2.58098 1.36726 3.72276 -0.0242 0.0788 0.0056 -1.145
C -1.72256 0.39077 3.25169 0.1629 0.0054 0.0595 1.052
C -2.32656 -0.90542 2.80364 0.0943 -0.0235 -0.0779 -1.125
C -0.31920 0.62854 3.29198 -0.3459 0.0437 -0.0099 1.071
C 0.67181 -0.26856 2.75760 0.1783 -0.0787 0.0943 -0.642
O 0.53693 -1.28516 2.05441 -0.3888 0.3161 -0.0973 -0.545
C 0.16140 1.82876 3.88520 0.0224 -0.1163 -0.1395 1.238
C 1.63230 2.11050 4.05350 -0.0041 0.0284 0.0059 -1.877
C -0.74336 2.77052 4.33090 0.0507 0.0988 0.0378 -0.985
H -4.09977 3.29412 4.66374 -0.0079 0.0330 0.0137 0.378
H -2.94400 4.54002 4.16287 -0.0218 -0.0068 -0.0098 0.349
H -2.85121 3.87131 5.77948 -0.0226 -0.0137 0.0072 0.375
H -3.64918 1.18358 3.69984 0.0225 -0.0229 0.0070 0.330
H -3.41159 -0.86831 2.89080 0.0460 -0.0280 0.0391 0.413
H -1.95205 -1.73638 3.40334 0.0068 -0.0251 -0.0233 0.347
H -2.07517 -1.12615 1.77048 0.0257 -0.1038 -0.2226 -0.024
H 1.70766 -0.00259 3.00974 -0.0330 -0.0690 0.0494 0.432
H 2.16678 2.09928 3.10213 0.0390 0.0407 0.0079 0.269
H 2.09390 1.37158 4.71045 0.0634 0.0367 -0.0070 0.425
H 1.77496 3.08915 4.50504 0.0098 0.0032 0.0039 0.394
H -0.36696 3.68858 4.76707 -0.0235 0.0019 0.0186 0.430